Density functional theory data (ωB97M-V with the def2-TZVPD basis set) for a 2-piece molecular cluster, C2H2O2 overall.

```
6
Properties=species:S:1:pos:R:3:forces:R:3
C 1.3457 -0.2096 0.7228 -0.1 -0.2 0.1
C 0.1351 -0.1017 0.5993 -0.4 0.5 -0.3
O -1.6482 0.4283 -1.1491 -2.6 -0.9 4.1
O -1.0530 0.2445 0.5360 -1.2 0.4 -2.3
H 2.0992 -0.9139 0.9120 0.8 -0.3 0.0
H -0.8788 0.5524 -1.6210 3.5 0.5 -1.5
```
Positions in Å, forces in eV/Å.

Summary:
DFT total energy (a.u.): -227.651514
HOMO level (alpha / beta) (eV): -10.3 / -10.3
Maximum force (Eh/bohr): 0.0954

=====

Density functional theory data (ωB97M-V with the def2-TZVPD basis set) for an isolated molecule of C2H2O2S.

```
7
Properties=species:S:1:pos:R:3:forces:R:3
C 1.4750 0.5647 1.3379 3.1 2.3 -0.8
C 0.0028 0.2895 1.5792 1.0 -3.3 -5.1
O 2.4581 0.7598 1.9878 -2.5 -0.8 -1.5
O -0.7130 0.6105 2.4198 -1.5 1.2 2.5
S 1.3199 0.8374 -0.8250 0.4 -0.3 2.1
H -0.2573 -0.3603 0.5637 -0.2 1.2 2.2
H 2.5038 1.4570 -1.0666 -0.3 -0.2 0.5
```
Positions in Å, forces in eV/Å.

Summary:
DFT total energy (a.u.): -625.999342
SMILES: O=CC(=O)S
HOMO level (eV): -10.0
Maximum force (Eh/bohr): 0.1198

=====

Density functional theory data (ωB97M-V with the def2-TZVPD basis set) for a 2-piece molecular cluster, C2H2O2S overall.

```
7
Properties=species:S:1:pos:R:3:forces:R:3
C 0.5013 -0.9766 -1.3023 0.1 1.4 0.7
C 0.1747 -0.0729 -0.1679 1.4 -2.3 1.8
O 2.8882 -1.3962 -2.8681 -0.4 -0.3 0.0
O 1.3734 -0.0303 -0.9556 0.4 -0.6 -1.4
S 0.3949 -2.2122 -2.3244 0.4 0.7 0.3
H -0.3249 0.8281 -0.0161 -1.4 1.3 -1.0
H 0.4508 -0.4550 0.8331 -0.5 -0.2 -0.5
```
Positions in Å, forces in eV/Å.

Summary:
DFT total energy (a.u.): -625.807137
HOMO level (alpha / beta) (eV): -9.6 / -9.6
Maximum force (Eh/bohr): 0.0623

=====

Density functional theory data (ωB97M-V with the def2-TZVPD basis set) for a 2-piece molecular cluster, C2H2O2S2 overall.

```
8
Properties=species:S:1:pos:R:3:forces:R:3
C 0.9234 -0.2785 -1.1496 -2.5 -0.8 1.1
C -2.7507 0.1222 -0.4025 -0.3 -0.3 0.7
O 0.3720 0.5340 1.7338 0.8 0.4 -1.0
O -2.2495 -0.2756 -1.3498 0.5 -0.2 -1.2
S -3.4326 0.5318 0.9205 -0.3 0.4 0.6
S 1.2378 0.5529 0.1272 0.3 0.0 0.4
H -0.0070 -0.9729 -1.3268 2.1 1.2 0.3
H 0.8668 1.2033 2.2801 -0.6 -0.8 -0.8
```
Positions in Å, forces in eV/Å.

Summary:
DFT total energy (a.u.): -1024.165664
HOMO level (eV): -9.9
Maximum force (Eh/bohr): 0.0558

=====

Density functional theory data (ωB97M-V with the def2-TZVPD basis set) for an isolated molecule of C2H2O2S2.

```
8
Properties=species:S:1:pos:R:3:forces:R:3
C 0.5294 -0.0099 2.0426 -0.1 1.3 -0.4
C 0.1498 0.6651 1.0960 0.3 -0.6 1.6
O -1.6584 -0.7085 -1.7676 -1.2 -0.2 -0.1
O 0.6068 0.0215 -2.5170 -2.0 -0.3 2.3
S -0.4762 1.5663 -0.1686 0.0 -0.3 0.0
S -0.3858 -0.1977 -1.4401 4.5 -0.9 -0.2
H 0.9617 -0.3434 2.9816 -0.3 -0.2 -0.8
H 0.2726 -0.9933 -0.2270 -1.2 1.2 -2.3
```
Positions in Å, forces in eV/Å.

Summary:
DFT total energy (a.u.): -1024.121525
SMILES: C#CS[SH](=O)=O
HOMO level (eV): -9.9
Maximum force (Eh/bohr): 0.0896

=====

Density functional theory data (ωB97M-V with the def2-TZVPD basis set) for a 2-piece molecular cluster, C2H2O3 overall.

```
7
Properties=species:S:1:pos:R:3:forces:R:3
C 0.1617 0.8892 0.2780 -1.8 2.4 -1.6
C 0.0798 -0.4688 0.1624 0.4 0.0 0.2
O 1.5551 0.8168 0.1656 0.0 0.3 0.1
O 1.4419 -0.6224 0.2803 -0.2 -0.8 -0.3
O -0.7188 -1.4994 0.2345 -1.7 0.0 -0.7
H -0.8812 2.1664 -1.0001 1.3 -1.7 1.6
H -1.6385 -1.2818 -0.1207 1.8 -0.2 0.7
```
Positions in Å, forces in eV/Å.

Summary:
DFT total energy (a.u.): -302.789950
HOMO level (alpha / beta) (eV): -9.1 / -8.9
Maximum force (Eh/bohr): 0.0667